Entry 1:
An isolated ion of composition C7H12NO3 and charge +1 at a distorted geometry. Source: the Open Molecules 2025 dataset; level of theory: ωB97M-V with the def2-TZVPD basis set.

Total charge: +1
Total energy (eV): -15076.450
F_max (Eh/bohr): 0.1180
LUMO level (hartree): -0.176
HOMO energy (eV): -14.33
Frontier orbital gap (eV): 9.54

CARTESIAN COORDINATES (ANGSTROEM)
C -1.0100 1.5718 1.8983
C -0.2191 -0.2317 0.7540
C -0.6368 0.8390 -0.1710
C 1.4135 -3.2955 1.1699
C 0.6668 2.3713 -2.5337
C 0.0124 -2.5661 1.2662
C -0.6224 1.5944 -2.3120
N -0.4882 0.2685 2.0065
O -1.0527 1.8462 0.4472
O 0.2463 -1.3836 0.3789
O -0.4790 0.5308 -1.3660
H -2.0605 1.3543 2.2165
H -0.5752 2.4086 2.5728
H 2.2678 -2.8481 1.6177
H 1.2783 -4.3300 1.6427
H 1.7772 -3.5519 0.1402
H 0.4860 3.0492 -3.2959
H 0.8913 2.7426 -1.5914
H 1.2781 1.5062 -2.8700
H -0.0999 -2.1677 2.2242
H -0.6906 -3.2026 0.8881
H -1.0677 1.1095 -3.1856
H -1.3157 2.3849 -1.8977


Entry 2:
A 6-piece molecular cluster, C5H19N3O5 overall at a distorted geometry. Source: the Open Molecules 2025 dataset; level of theory: ωB97M-V with the def2-TZVPD basis set.

Total energy (eV): -20198.354
F_max (Eh/bohr): 0.1321
LUMO level (hartree): -0.005
HOMO energy (eV): -8.01
Frontier orbital gap (eV): 7.86

CARTESIAN COORDINATES (ANGSTROEM)
N -1.4881 -2.2421 -0.3760
C -1.5717 -2.3137 1.1122
C -0.2864 -1.8143 1.9022
C 0.6799 -1.1819 0.8311
C 1.9256 -1.7147 0.4673
N 2.7189 -0.7069 -0.1208
C 1.8301 0.2945 -0.2681
N 0.6087 -0.0073 0.2895
H -1.1886 -1.2402 -0.7012
H -0.6712 -2.8353 -0.5982
H -2.5010 -1.8275 1.4223
H -1.7551 -3.4884 1.3729
H -0.3908 -1.0984 2.7526
H 0.3427 -2.7280 2.2327
H 2.3558 -2.6749 0.6178
H 2.0698 1.1871 -0.8145
H -0.2767 0.5603 0.3495
O -2.2373 2.6948 -1.1177
H -2.2376 1.8190 -1.4022
H -1.3400 3.2436 -1.4400
O 0.9986 0.7175 -2.7203
H 1.4459 1.4824 -3.1368
H 1.4565 -0.0889 -2.4358
O 2.0936 2.0031 1.6622
H 1.2126 1.9777 1.4609
H 2.3296 2.8684 1.4379
O -2.0624 1.6923 1.4162
H -2.5642 2.0480 2.1089
H -1.9278 2.1979 0.5516
O -1.5768 0.2716 -1.9698
H -0.6624 0.4116 -1.9226
H -1.7643 0.2266 -2.8386


Entry 3:
C52H37Cl4HfN7O4S as an isolated structure at a distorted geometry. Source: the Open Molecules 2025 dataset; level of theory: ωB97M-V with the def2-TZVPD basis set.

Total charge: +2
Total energy (eV): -135365.601
F_max (Eh/bohr): 0.0371
LUMO level (hartree): -0.268
HOMO energy (eV): -12.80
Frontier orbital gap (eV): 5.51

CARTESIAN COORDINATES (ANGSTROEM)
Hf -0.2864 -0.3921 0.8251
Cl -2.5449 8.6555 2.6456
C -2.1428 7.0011 2.3742
C -1.5834 6.2550 3.4019
C -1.2576 4.9276 3.1774
C -1.4984 4.3429 1.9373
C -2.0619 5.1045 0.9175
C -2.3827 6.4350 1.1300
C -1.1448 2.9136 1.7056
C -2.2002 2.0026 1.5555
C -3.5896 2.3064 1.6523
C -4.2855 1.1474 1.4801
C -3.3434 0.0949 1.2969
C -3.6495 -1.2730 1.2478
C -5.0959 -1.6447 1.3025
C -5.7495 -1.7349 2.5274
C -7.0898 -2.0815 2.5821
C -7.7745 -2.3362 1.4021
Cl -9.4425 -2.7692 1.4646
C -7.1364 -2.2485 0.1735
C -5.7944 -1.9039 0.1288
C -2.7223 -2.3192 1.2409
N -1.3400 -2.1911 1.1516
C -0.7998 -3.4613 1.3163
C 0.5626 -3.7816 1.3496
C 0.9249 -5.2224 1.5031
C 1.2870 -5.7198 2.7508
C 1.6236 -7.0554 2.9023
C 1.6005 -7.8914 1.7951
Cl 2.0199 -9.5544 1.9777
C 1.2423 -7.4100 0.5441
C 0.9027 -6.0737 0.4036
C 1.6154 -2.8621 1.2851
C 3.0074 -3.1743 1.3269
C 3.7014 -2.0043 1.2614
C 2.7554 -0.9375 1.1917
N 1.4799 -1.4846 1.1840
C 3.0561 0.4290 1.2052
C 2.1282 1.4717 1.3437
C 2.4474 2.8604 1.4403
C 1.2858 3.5426 1.6301
C 0.2169 2.5953 1.6356
N 0.7539 1.3277 1.4674
C 4.4991 0.8052 1.1322
C 5.1603 0.8125 -0.0912
C 6.5009 1.1538 -0.1692
C 7.1833 1.4857 0.9924
Cl 8.8528 1.9054 0.9055
C 6.5398 1.4823 2.2220
C 5.1976 1.1429 2.2867
C -1.8689 -4.3911 1.4789
C -3.0383 -3.6982 1.4234
N -2.0660 0.6415 1.3062
H -1.4088 6.7128 4.3651
H -0.8247 4.3413 3.9783
H -2.2379 4.6643 -0.0566
H -2.8129 7.0339 0.3402
H -3.9901 3.2862 1.8495
H -5.3540 1.0146 1.5069
H -5.2112 -1.5356 3.4457
H -7.6045 -2.1555 3.5292
H -7.6870 -2.4501 -0.7340
H -5.2923 -1.8375 -0.8283
H 1.3011 -5.0653 3.6134
H 1.9006 -7.4508 3.8688
H 1.2289 -8.0774 -0.3053
H 0.6181 -5.6963 -0.5708
H 3.4081 -4.1709 1.4097
H 4.7706 -1.8745 1.2841
H 3.4433 3.2665 1.3755
H 1.1611 4.6068 1.7410
H 4.6259 0.5497 -0.9975
H 7.0202 1.1624 -1.1169
H 7.0877 1.7428 3.1161
H 4.6944 1.1379 3.2455
H -1.7398 -5.4495 1.6316
H -4.0375 -4.0878 1.5233
C -1.0453 2.0721 -6.4147
C -0.6783 0.8249 -5.6288
S 0.9877 0.2685 -5.8888
O 1.1641 -0.9256 -5.0917
O 1.2470 0.2602 -7.2960
C 2.0371 1.5305 -5.1734
C 2.4897 1.2839 -3.7425
N 1.3972 1.1907 -2.7463
C 1.1010 0.0758 -2.0555
N 0.0144 0.2825 -1.2873
C -0.3822 1.5906 -1.4849
C 0.4839 2.1551 -2.3503
N 0.5085 3.5505 -2.7192
O -0.3850 4.2248 -2.2618
O 1.4346 3.9383 -3.3998
C 1.8619 -1.1980 -2.1054
H -2.1190 2.2391 -6.3484
H -0.7816 1.9549 -7.4635
H -0.5476 2.9630 -6.0299
H -1.2704 -0.0411 -5.9337
H -0.8050 0.9454 -4.5502
H 1.5536 2.4934 -5.3110
H 2.9269 1.5329 -5.8065
H 3.1622 2.0823 -3.4320
H 3.0134 0.3350 -3.6770
H -1.2309 2.0402 -0.9972
H 2.8674 -1.0617 -1.7021
H 1.9294 -1.5529 -3.1324
H 1.3499 -1.9497 -1.5058